[1]
# C35H41N2P2S5Si2W

A molecular structure, C35H41N2P2S5Si2W (ωB97M-V/def2-TZVPD, OMol25).

Properties
Kohn-Sham gap (alpha / beta) = 7.477 / 7.040 eV
charge = +1
lowest unoccupied orbital energy (alpha / beta) = -0.1021 / -0.1198 Ha
maximum force = 0.94 eV/Å
2S+1 = 3
<S²> = 2.01

Geometry (Å):
W  0.0687  -0.1244  0.7030
C  0.2542  -2.8921  -2.7469
Si  -0.6417  -3.0319  -1.1188
C  -2.2723  -3.9220  -1.2985
C  0.4338  -3.9803  0.0593
N  -0.9194  -1.3708  -0.4854
P  -1.6575  -0.0941  -1.3142
C  -0.6501  1.1891  -0.8987
P  0.9756  1.4911  -1.2493
N  1.7424  0.3295  -0.3240
Si  3.3140  0.3574  0.5385
C  4.6554  1.2053  -0.4296
C  3.0580  1.2746  2.1474
C  3.8073  -1.4234  0.8118
C  1.4355  3.1303  -0.6601
C  0.6730  3.7245  0.3419
C  1.0583  4.9401  0.8825
C  2.1952  5.5816  0.4119
C  2.9405  5.0109  -0.6098
C  2.5603  3.7915  -1.1448
C  1.5721  1.4262  -2.9376
C  2.3653  0.3650  -3.3552
C  2.7798  0.2838  -4.6782
C  2.4032  1.2669  -5.5780
C  1.6226  2.3393  -5.1613
C  1.2100  2.4245  -3.8440
C  -3.2860  0.1240  -0.5862
C  -4.0425  1.2167  -1.0098
C  -5.2956  1.4396  -0.4736
C  -5.8085  0.5691  0.4835
C  -5.0655  -0.5229  0.8966
C  -3.8040  -0.7462  0.3584
C  -2.0644  -0.4945  -3.0258
C  -1.3232  -0.0190  -4.0997
C  -1.6682  -0.3618  -5.3982
C  -2.7577  -1.1850  -5.6314
C  -3.5173  -1.6496  -4.5655
C  -3.1799  -1.2973  -3.2712
H  0.5505  -3.8810  -3.0933
H  1.1589  -2.2963  -2.6328
H  -0.3541  -2.4346  -3.5216
H  -2.0993  -4.9944  -1.2022
H  -2.7427  -3.7567  -2.2625
H  -2.9808  -3.6380  -0.5193
H  0.9463  -4.7747  -0.4797
H  -0.1661  -4.4433  0.8370
H  1.2086  -3.3634  0.5202
H  4.5440  2.2840  -0.4690
H  4.7473  0.8259  -1.4468
H  5.5967  0.9888  0.0795
H  3.2854  2.3344  2.0157
H  3.7007  0.8884  2.9386
H  2.0307  1.2544  2.5509
H  4.4192  -1.7755  -0.0185
H  2.9578  -2.0965  0.8904
H  4.3926  -1.5304  1.7226
H  -0.2333  3.2411  0.6888
H  0.4604  5.3908  1.6614
H  2.4889  6.5338  0.8287
H  3.8139  5.5177  -0.9947
H  3.1436  3.3648  -1.9512
H  2.6565  -0.4015  -2.6515
H  3.3952  -0.5441  -5.0004
H  2.7257  1.2073  -6.6078
H  1.3408  3.1119  -5.8626
H  0.6034  3.2624  -3.5213
H  -3.6469  1.9037  -1.7470
H  -5.8764  2.2920  -0.7960
H  -6.7889  0.7460  0.9016
H  -5.4601  -1.2039  1.6369
H  -3.2246  -1.6059  0.6859
H  -0.4681  0.6204  -3.9340
H  -1.0831  0.0159  -6.2248
H  -3.0258  -1.4541  -6.6432
H  -4.3813  -2.2735  -4.7445
H  -3.8029  -1.6359  -2.4546
C  0.0194  -2.9538  3.2230
S  0.9269  -1.4374  2.8300
C  0.3349  -0.4097  4.1124
C  -0.5076  0.6105  3.8785
S  -1.1517  1.0869  2.3150
S  -0.9434  1.5671  5.2618
C  -0.0158  0.6824  6.4505
S  -0.0386  1.0207  8.0361
S  0.8850  -0.6396  5.7526
H  0.4636  -3.7631  2.6600
H  -1.0389  -2.8535  2.9925
H  0.1569  -3.1449  4.2853

Atomic forces in eV per Å
0.05 -0.46 -0.58
-0.06 0.03 0.10
-0.20 0.33 -0.13
0.08 -0.03 0.11
0.10 0.17 0.16
-0.29 -0.58 0.06
-0.26 -0.11 -0.23
0.13 -0.17 0.09
-0.01 0.43 -0.15
0.26 0.50 0.75
-0.06 -0.04 -0.08
0.00 -0.13 -0.03
-0.37 0.14 0.26
-0.05 0.03 -0.14
-0.05 0.04 -0.04
-0.12 -0.03 0.11
0.01 0.01 -0.02
-0.03 -0.04 0.00
-0.01 0.04 0.03
0.11 -0.02 -0.11
0.18 -0.07 -0.03
-0.02 -0.05 -0.11
-0.03 0.01 0.06
0.01 0.02 -0.04
-0.01 0.02 0.01
-0.02 0.02 0.05
-0.02 0.14 -0.03
0.02 0.05 0.06
-0.07 -0.03 0.06
0.03 0.02 -0.05
0.04 -0.01 -0.03
0.03 -0.25 0.18
-0.03 0.03 -0.04
0.20 0.09 -0.02
0.01 0.00 0.03
-0.02 -0.02 0.01
0.04 0.00 -0.05
-0.07 0.00 0.03
0.03 -0.13 -0.01
0.11 0.06 0.01
-0.05 0.01 -0.10
0.01 -0.09 0.00
-0.04 0.05 -0.12
-0.03 0.00 0.03
0.00 -0.11 -0.10
-0.03 -0.09 0.09
0.00 -0.02 -0.01
-0.02 0.09 0.03
-0.01 -0.04 -0.08
0.09 0.00 0.03
0.05 0.05 -0.04
0.12 -0.01 0.02
0.18 -0.10 -0.16
0.06 -0.02 -0.08
-0.10 -0.04 0.02
0.09 0.01 0.10
0.07 0.01 -0.05
-0.02 0.04 0.04
0.03 0.06 0.03
0.04 0.02 -0.02
-0.02 -0.03 0.00
0.00 -0.06 0.08
0.02 -0.03 -0.02
0.02 -0.01 -0.05
0.00 0.02 -0.03
-0.01 0.01 0.03
0.06 0.01 -0.04
-0.02 0.03 -0.02
-0.05 0.01 0.03
-0.04 -0.02 0.04
-0.04 0.16 -0.04
-0.06 -0.05 0.02
0.02 0.02 -0.03
-0.01 -0.01 -0.04
-0.04 -0.03 -0.01
0.00 0.00 0.06
-0.12 -0.06 0.12
0.17 -0.14 -0.10
-0.16 0.33 0.03
0.10 -0.13 0.05
0.05 0.13 0.04
0.02 0.04 0.00
-0.17 -0.15 0.13
0.08 0.04 -0.10
0.07 0.03 0.02
0.05 -0.04 -0.02
0.02 0.04 -0.03
-0.01 0.03 0.00

***

[2]
# C35H42AlF5N3SeSi

A molecular structure, C35H42AlF5N3SeSi (ωB97M-V/def2-TZVPD, OMol25).

Properties
Kohn-Sham gap = 4.807 eV
charge = +1
lowest unoccupied orbital energy = -0.1460 Ha
maximum force = 0.80 eV/Å

Geometry (Å):
Al  -1.5442  -0.4950  0.3590
C  -3.3824  -0.5402  -2.5820
C  -3.5753  0.7024  -1.7711
C  -4.1605  1.8383  -2.3277
C  -4.2714  2.9845  -1.5654
C  -3.8337  2.9763  -0.2483
C  -3.3115  1.8070  0.2643
N  -3.1693  0.6925  -0.5008
C  -2.9287  1.5887  1.6710
C  -3.1009  2.3946  2.7760
C  -2.8379  1.8461  4.0341
C  -2.5386  0.4987  4.1729
C  -2.4016  -0.2613  3.0194
N  -2.4568  0.3457  1.8268
C  -2.2499  -1.6991  2.8311
C  -2.2320  -2.6352  3.8511
C  -2.1709  -3.9759  3.5283
C  -2.1341  -4.3443  2.1887
C  -2.1539  -3.3750  1.2040
C  -2.1660  -3.7263  -0.2493
N  -2.1943  -2.0613  1.5122
H  -4.3467  -0.9978  -2.8090
H  -2.7748  -1.2593  -2.0337
H  -2.8865  -0.3120  -3.5250
H  -4.5062  1.8103  -3.3516
H  -4.6949  3.8823  -1.9956
H  -3.9008  3.8633  0.3660
H  -3.4629  3.4088  2.6857
H  -2.9329  2.4641  4.9162
H  -2.4411  0.0554  5.1539
H  -2.2759  -2.3106  4.8815
H  -2.1623  -4.7332  4.2999
H  -2.1065  -5.3881  1.9079
H  -1.6379  -4.6581  -0.4391
H  -1.6878  -2.9248  -0.8235
H  -3.1914  -3.8290  -0.6094
F  -0.0903  5.4462  -5.1388
C  -0.1738  4.5256  -4.1906
C  0.0050  4.8848  -2.8636
F  0.2469  6.1560  -2.5522
C  -0.0735  3.9154  -1.8786
F  0.0730  4.2869  -0.6010
C  -0.3136  2.5875  -2.1871
Se  -0.1956  1.1321  -0.8236
C  -0.5247  2.2623  -3.5167
F  -0.8079  0.9918  -3.8487
C  -0.4548  3.2091  -4.5221
F  -0.6507  2.8679  -5.7935
C  2.7325  0.3099  -2.5899
C  2.4291  -0.9253  -1.7315
C  1.2830  -1.7038  -2.3952
C  3.6813  -1.8176  -1.7439
Si  1.9702  -0.4090  0.0995
C  2.0873  -1.9477  1.3074
C  1.4122  -1.6341  2.6458
C  3.5519  -2.3197  1.5834
C  1.3950  -3.1554  0.6745
C  3.0124  1.0846  0.8128
C  2.8562  1.2147  2.3329
C  4.4957  0.8310  0.4911
C  2.6134  2.4317  0.2028
H  2.8574  0.0034  -3.6326
H  3.6520  0.8063  -2.2779
H  1.9198  1.0347  -2.5635
H  1.5375  -1.9009  -3.4413
H  0.3546  -1.1341  -2.3857
H  1.1065  -2.6647  -1.9103
H  3.9750  -2.0015  -2.7814
H  3.4967  -2.7901  -1.2870
H  4.5274  -1.3482  -1.2375
H  2.0483  -1.0302  3.2887
H  1.1914  -2.5613  3.1839
H  0.4780  -1.0922  2.4936
H  4.0745  -1.5279  2.1214
H  4.1046  -2.5346  0.6693
H  3.5852  -3.2158  2.2123
H  0.3745  -2.9080  0.3795
H  1.3561  -3.9806  1.3936
H  1.9286  -3.5135  -0.2056
H  3.3417  0.3981  2.8672
H  1.8058  1.2660  2.6303
H  3.3366  2.1427  2.6573
H  4.8352  -0.1514  0.8233
H  5.1051  1.5824  1.0015
H  4.6965  0.9161  -0.5773
H  1.6306  2.7405  0.5514
H  2.6119  2.4128  -0.8879
H  3.3309  3.1944  0.5229

Atomic forces in eV per Å
-0.21 -0.09 -0.14
-0.03 0.05 0.01
0.05 -0.04 -0.04
0.03 0.11 0.13
0.00 -0.06 -0.22
0.10 -0.05 0.23
-0.16 0.07 -0.40
-0.17 -0.05 0.00
0.18 -0.22 0.05
-0.08 0.06 0.12
-0.02 0.04 -0.13
-0.04 -0.19 0.07
0.07 0.54 -0.25
-0.05 0.31 0.64
0.06 -0.59 -0.07
0.09 0.31 0.04
0.01 -0.17 -0.27
0.02 -0.05 0.31
0.07 0.18 -0.20
0.00 0.11 0.04
-0.15 -0.47 0.50
0.00 -0.02 0.02
0.03 -0.06 -0.04
0.01 -0.01 0.04
0.01 0.01 -0.01
0.00 0.01 0.03
-0.02 -0.01 0.00
0.01 0.00 -0.02
-0.03 0.00 0.00
-0.02 0.00 -0.01
0.02 0.00 -0.01
0.00 0.03 0.03
0.00 0.01 -0.04
-0.01 -0.01 -0.01
0.07 -0.07 -0.06
0.00 0.01 0.01
-0.02 0.07 -0.10
-0.03 -0.08 0.11
0.02 0.01 0.09
0.00 0.05 -0.01
-0.11 -0.22 -0.15
0.05 0.13 -0.01
-0.02 0.19 0.09
0.78 -0.13 -0.14
0.05 0.09 0.30
0.05 0.01 -0.19
-0.01 -0.07 0.03
-0.01 0.02 -0.08
-0.05 -0.03 0.05
-0.07 0.11 0.31
-0.02 0.00 0.02
0.00 0.01 0.01
0.01 0.12 -0.31
-0.13 0.27 -0.18
-0.01 -0.09 0.07
0.06 0.06 0.01
0.05 -0.01 0.03
-0.25 -0.21 -0.24
0.02 0.01 -0.06
0.00 -0.10 -0.03
0.10 -0.03 0.04
0.04 -0.04 0.00
-0.06 0.02 -0.07
0.00 0.05 -0.04
0.05 -0.02 0.00
-0.04 0.03 -0.03
-0.02 0.04 -0.06
0.01 0.01 -0.02
0.06 0.04 -0.05
0.00 -0.07 -0.07
-0.10 -0.04 0.00
-0.02 -0.05 -0.01
-0.19 0.03 0.06
-0.01 -0.09 0.02
0.02 -0.03 0.15
-0.03 0.00 0.00
-0.08 -0.01 -0.04
0.00 0.01 0.04
-0.06 -0.03 0.05
-0.03 0.06 0.01
0.02 -0.02 0.04
0.02 0.01 -0.01
0.06 0.11 -0.03
0.00 0.02 0.00
0.05 0.01 0.07
-0.01 0.04 -0.05
-0.04 0.05 0.02
0.04 -0.02 -0.01